18
Properties=species:S:1:pos:R:3:mulliken_charge:R:1 method="wB97M-V/def2-TZVPD" lumo_energy_ev=0.8 smiles="CNC(=O)[C@@H](N)CS" fmax_ev_per_a=6.007 total_energy_ev=-20172.381 total_charge=0 homo_ev=-9.1
C -0.0088 -1.7599 1.7890 -0.885
N -0.4344 -1.9199 0.4629 -0.117
C -0.3490 -0.9628 -0.5090 0.361
O -0.5904 -1.2018 -1.6386 -0.609
C 0.0434 0.4666 -0.2060 0.028
N 1.4807 0.4219 0.1305 -0.521
C -0.5035 1.4302 -1.1913 -0.963
S -0.1325 3.2626 -0.8185 -0.262
H 0.5463 -0.9468 1.9363 0.392
H 0.5656 -2.6614 2.1302 0.290
H -0.9958 -1.7313 2.4055 0.232
H -0.5804 -2.8915 0.1192 0.287
H -0.4430 0.6909 0.7855 0.352
H 2.0382 0.1225 -0.6677 0.241
H 1.8951 1.3505 0.5342 0.266
H -0.1095 1.0981 -2.1941 0.347
H -1.5384 1.4425 -1.2543 0.427
H -0.8834 3.7896 -1.8137 0.135